1.
108
Properties=species:S:1:pos:R:3 method="wB97M-V/def2-TZVPD" charge=+2 e_homo_ha=-0.505 e_lumo_ev=-6.7 e_above_lowest_ev=3.015 orbital_gap_ha=0.25713
Ta -1.151 -0.225 0.098
O -3.145 -2.430 3.024
C -2.902 -1.854 2.010
N -2.154 -0.649 1.877
C -2.219 0.257 2.968
O -2.746 0.086 4.023
C -1.628 1.588 2.619
C -1.837 2.659 3.460
C -1.299 3.887 3.117
C -0.518 3.981 1.974
C -0.324 2.858 1.203
N -0.900 1.679 1.491
C -3.410 -2.328 0.699
C -4.441 -3.230 0.645
C -4.931 -3.599 -0.597
C -4.342 -3.066 -1.730
C -3.285 -2.190 -1.593
N -2.825 -1.807 -0.395
H -2.415 2.500 4.360
H -1.471 4.756 3.741
H -0.044 4.911 1.687
H 0.343 2.877 0.357
H -4.842 -3.613 1.573
H -5.759 -4.292 -0.679
H -4.687 -3.328 -2.722
H -2.792 -1.784 -2.455
C -0.796 -3.991 -0.911
Si 0.191 -2.423 -0.743
C 0.903 -1.960 -2.409
C 1.241 -2.961 -3.329
C 1.843 -2.643 -4.538
C 2.105 -1.314 -4.859
C 1.782 -0.308 -3.965
C 1.182 -0.633 -2.743
P 0.785 0.693 -1.575
C -0.271 1.782 -2.614
C -1.305 2.618 -1.776
C -2.258 3.260 -2.830
C -3.555 1.884 -4.110
C -3.470 0.352 -4.159
C -2.251 -0.094 -3.819
C 2.313 1.642 -1.405
C 2.282 3.027 -1.241
C 3.466 3.747 -1.188
C 4.685 3.087 -1.289
C 4.719 1.708 -1.434
C 3.537 0.982 -1.489
C 1.610 -2.824 0.398
C 2.364 -3.985 0.164
C 3.349 -4.383 1.047
C 3.591 -3.638 2.203
C 2.872 -2.484 2.439
C 1.893 -2.068 1.525
P 1.013 -0.507 1.843
C 0.462 -0.824 3.563
C -0.126 -2.072 3.795
C -0.559 -2.426 5.059
C -0.406 -1.541 6.119
C 0.180 -0.305 5.906
C 0.611 0.057 4.635
C 2.355 0.729 1.901
C 3.603 0.431 1.354
C 4.660 1.321 1.490
C 4.485 2.528 2.150
C 3.236 2.858 2.658
C 2.181 1.968 2.529
H -0.104 -4.839 -0.973
H -1.438 -4.163 -0.040
H -1.419 -3.996 -1.810
H 1.032 -4.004 -3.099
H 2.114 -3.431 -5.230
H 2.566 -1.061 -5.808
H 1.997 0.724 -4.217
H -0.997 3.225 -0.938
H -2.128 4.318 -3.038
H -4.081 2.299 -4.968
H -4.265 -0.264 -4.568
H -1.856 -1.095 -3.955
H 1.340 3.561 -1.205
H 3.437 4.826 -1.095
H 5.609 3.653 -1.266
H 5.670 1.191 -1.508
H 3.571 -0.092 -1.636
H 2.179 -4.585 -0.725
H 3.924 -5.281 0.849
H 4.342 -3.962 2.914
H 3.067 -1.901 3.333
H -0.247 -2.776 2.980
H -1.027 -3.391 5.216
H -0.740 -1.820 7.112
H 0.307 0.388 6.730
H 1.080 1.018 4.508
H 3.767 -0.501 0.833
H 5.629 1.061 1.080
H 5.319 3.211 2.268
H 3.085 3.803 3.170
H 1.221 2.253 2.932
F 0.503 2.454 -3.522
C -1.569 1.049 -3.108
C -1.995 1.231 -1.559
C -3.380 1.337 -1.083
F -3.622 0.661 0.078
C -4.263 2.152 -1.601
F -5.471 2.384 -1.133
C -3.798 2.824 -2.841
F -4.608 3.876 -3.164
C -2.123 2.248 -3.944
F -1.408 2.483 -5.074

---

2.
30
Properties=species:S:1:pos:R:3 method="wB97M-V/def2-TZVPD" multiplicity=3 charge=+1 e_homo_ha="-0.336 / -0.460" e_lumo_ev="-2.8 / -5.6" e_above_lowest_ev=0.353 orbital_gap_ha="0.23472 / 0.25530"
C 0.116 1.584 -1.549
C -0.093 -1.015 1.999
C 0.662 1.631 -0.243
C 0.562 0.460 0.492
C -0.721 -0.639 -1.627
C 0.602 -0.850 -0.121
C 0.985 2.985 0.319
C 1.821 -1.286 -0.901
C -0.083 1.299 2.793
C -2.473 -2.239 -1.727
N -0.617 0.633 -2.008
N 0.140 0.275 1.809
N 0.182 -1.710 0.908
O -1.955 -1.011 -1.234
H 0.069 2.512 -2.104
H -0.470 -1.435 2.912
H -0.192 -1.371 -2.240
H 1.435 3.598 -0.460
H 1.695 2.906 1.136
H 0.101 3.515 0.672
H 1.674 -2.258 -1.367
H 2.681 -1.355 -0.231
H 2.052 -0.554 -1.671
H -0.718 2.079 2.378
H -0.573 0.865 3.662
H 0.862 1.742 3.108
H -3.389 -2.425 -1.168
H -1.771 -3.067 -1.576
H -2.713 -2.155 -2.789
H 0.129 -2.715 0.830

---

3.
14
Properties=species:S:1:pos:R:3 method="wB97M-V/def2-TZVPD" e_homo_ha="-0.323 / -0.323" e_lumo_ev="-2.5 / -2.5" e_above_lowest_ev=7.570 orbital_gap_ha="0.23237 / 0.23221"
C 4.652 0.098 -0.307
C 0.541 0.885 0.071
C 0.317 2.182 -0.165
C 1.208 -0.101 0.792
C 0.416 -0.508 -0.372
C -0.767 -1.327 -0.014
N 3.525 0.007 -0.045
H -0.522 2.473 -0.691
H 1.032 2.927 0.418
H 1.486 -0.628 1.708
H 0.743 -0.674 -1.407
H -1.238 -0.880 0.960
H -0.474 -2.389 0.421
H -1.535 -1.212 -0.863

---

4.
10
Properties=species:S:1:pos:R:3 method="wB97M-V/def2-TZVPD" smiles="N=C=C[C@H]1OC1=O" e_homo_ha=-0.343 e_lumo_ev=0.6 e_above_lowest_ev=2.759 orbital_gap_ha=0.36527
N 2.338 -0.531 0.749
C 1.225 -0.699 0.273
C 0.004 -0.972 -0.139
C -1.141 -0.036 -0.050
O -1.044 1.076 0.968
C -1.081 1.391 -0.323
O -1.047 2.367 -1.005
H 3.038 -0.128 0.126
H -0.167 -1.962 -0.551
H -2.124 -0.505 -0.048

---

5.
17
Properties=species:S:1:pos:R:3 method="wB97M-V/def2-TZVPD" smiles="C=CC.C=NC" e_homo_ha=-0.345 e_lumo_ev=1.1 e_above_lowest_ev=2.945 orbital_gap_ha=0.38454
C -0.829 0.664 2.344
C -1.385 1.244 1.300
C -2.202 0.429 0.332
H -0.318 1.257 3.124
H -0.663 -0.423 2.432
H -1.115 2.218 0.929
H -2.076 0.898 -0.620
H -1.903 -0.643 0.250
H -3.264 0.542 0.595
C 1.922 -0.452 -0.233
N 1.679 -0.252 -1.403
C 0.982 -1.299 -2.172
H 2.478 0.412 0.489
H 1.914 -1.503 0.221
H -0.028 -0.991 -2.469
H 0.735 -2.059 -1.449
H 1.558 -1.464 -3.109

---

6.
37
Properties=species:S:1:pos:R:3 method="wB97M-V/def2-TZVPD" charge=+2 e_homo_ha=-0.414 e_lumo_ev=-9.2 orbital_gap_ha=0.07780
Ca 0.317 0.458 -4.597
Ca -5.231 -0.936 2.217
N -2.285 -4.498 -2.850
O -3.501 -4.721 -2.699
O -1.968 -3.334 -2.884
O -1.494 -5.428 -2.883
N -0.368 0.571 0.560
O 0.750 0.165 0.859
O -0.545 1.016 -0.566
O -1.338 0.595 1.296
O -3.865 -0.225 5.735
H -2.940 -0.088 5.941
H -4.197 -0.753 6.462
O -2.579 -3.773 2.375
H -1.700 -4.099 2.183
H -2.965 -4.443 2.939
O 3.584 1.476 -2.920
H 4.381 1.997 -3.020
H 3.402 1.493 -1.980
O 4.990 -2.018 2.726
H 4.041 -1.974 2.845
H 5.184 -2.955 2.696
O 5.484 3.195 0.836
H 4.572 3.432 1.003
H 5.900 4.014 0.569
O 0.581 4.348 -4.671
H 0.356 4.758 -3.835
H 0.874 5.073 -5.223
O -3.447 1.448 -4.645
H -3.693 2.233 -4.156
H -4.054 1.426 -5.384
O 3.064 -4.603 -1.145
H 2.695 -5.472 -0.987
H 2.680 -4.051 -0.464
O -2.519 5.102 4.785
H -2.223 6.001 4.644
H -1.943 4.570 4.236

---

7.
60
Properties=species:S:1:pos:R:3 method="wB97M-V/def2-TZVPD" e_homo_ha=-0.320 e_lumo_ev=-0.1 e_above_lowest_ev=0.000 orbital_gap_ha=0.31514
C -0.127 -5.472 1.058
C -0.211 -3.954 1.160
C 1.078 -3.291 0.682
H 1.924 -3.702 1.236
H 1.260 -3.514 -0.370
C 1.098 -1.781 0.910
N -0.053 -1.092 0.328
C -0.537 -0.026 1.015
O 0.029 0.431 2.006
C -1.821 0.542 0.582
C -3.028 -0.071 0.278
N -3.261 -1.398 0.094
H -2.650 -2.051 0.557
H -4.247 -1.631 0.040
C -4.033 0.928 0.100
N -3.630 2.173 0.263
S -2.067 2.254 0.665
C -5.448 0.614 -0.186
O -5.864 -0.532 -0.259
N -6.229 1.699 -0.337
H -5.824 2.615 -0.240
H -7.213 1.587 -0.511
C -0.315 -1.279 -1.091
C 0.680 -0.524 -1.941
C 0.663 0.865 -1.961
C 1.577 1.568 -2.722
C 2.526 0.889 -3.467
C 2.548 -0.494 -3.456
C 1.627 -1.198 -2.700
H 1.655 -2.277 -2.694
H 3.286 -1.030 -4.032
H 3.246 1.438 -4.057
H 1.549 2.648 -2.733
H -0.073 1.400 -1.377
H -0.266 -2.344 -1.320
H -1.324 -0.928 -1.313
H 1.034 -1.587 1.988
C 2.433 -1.178 0.416
O 3.224 -1.797 -0.266
N 2.609 0.082 0.839
H 1.917 0.487 1.460
C 3.789 0.864 0.549
H 4.330 0.311 -0.223
C 4.647 1.058 1.813
C 4.211 2.413 2.360
H 4.932 2.837 3.057
H 3.249 2.323 2.866
C 4.058 3.248 1.091
H 3.463 4.146 1.248
H 5.043 3.548 0.731
C 3.402 2.287 0.094
H 3.720 2.480 -0.929
H 2.317 2.387 0.130
H 4.501 0.243 2.520
H 5.702 1.091 1.538
H -0.399 -3.668 2.198
H -1.054 -3.604 0.560
H -1.054 -5.931 1.395
H 0.687 -5.850 1.670
H 0.051 -5.775 0.028

---

8.
26
Properties=species:S:1:pos:R:3 method="wB97M-V/def2-TZVPD" e_homo_ha=-0.256 e_lumo_ev=-2.0 e_above_lowest_ev=5.445 orbital_gap_ha=0.18213
C -2.187 -2.587 -0.667
C -1.443 -2.754 0.515
C -2.218 -1.317 -1.270
C -0.996 -1.637 1.218
C -1.655 -0.242 -0.635
C -1.099 -0.357 0.655
C 1.360 0.113 -0.819
C 0.859 0.465 -2.034
C 0.695 1.454 1.014
C -0.664 0.859 1.385
C 2.996 1.587 0.457
N 1.635 1.086 0.175
O 0.851 2.560 1.739
O -1.300 1.472 2.256
S 0.341 1.916 -2.829
H -2.652 -3.421 -1.181
H -1.358 -3.613 1.054
H -2.759 -0.992 -2.227
H -0.595 -1.656 2.129
H -1.753 0.784 -1.207
H 1.236 -0.960 -0.592
H 0.603 -0.483 -2.705
H 3.573 1.522 -0.580
H 2.983 2.558 0.753
H 3.478 1.027 1.155
H 0.071 2.614 2.241

---

9.
23
Properties=species:S:1:pos:R:3 method="wB97M-V/def2-TZVPD" e_homo_ha=-0.295 e_lumo_ev=0.9 e_above_lowest_ev=4.012 orbital_gap_ha=0.32869
C -2.912 0.653 0.569
C -1.416 1.122 0.744
C -0.585 0.117 0.310
C -0.935 -1.163 -0.395
C 0.713 0.118 1.019
C 1.982 -0.621 0.463
C 2.202 -0.133 -0.974
N 1.397 0.828 -1.691
H -3.103 -0.364 -0.101
H -3.388 0.152 1.575
H -3.450 1.520 0.288
H -1.133 2.085 1.273
H -0.052 -1.591 -0.885
H -1.866 -1.095 -0.952
H -1.394 -2.072 0.278
H 0.568 -0.105 2.138
H 1.069 1.246 1.165
H 2.900 -0.427 0.914
H 1.843 -1.780 0.302
H 2.220 -1.059 -1.609
H 3.283 0.336 -1.030
H 1.444 1.698 -1.130
H 0.613 0.535 -2.271

---

10.
15
Properties=species:S:1:pos:R:3 method="wB97M-V/def2-TZVPD" e_homo_ha=-0.336 e_lumo_ev=0.5 e_above_lowest_ev=3.510 orbital_gap_ha=0.35414
C -2.383 -0.099 0.122
N -1.072 -0.148 -0.469
C 0.076 -0.147 0.244
N 0.291 -0.137 1.509
C 1.266 -0.007 -0.732
O 1.114 -0.040 -1.944
C 2.493 0.369 -0.097
H -3.131 -0.189 -0.669
H -2.560 0.842 0.662
H -2.528 -0.931 0.823
H -0.929 -0.046 -1.467
H -0.558 -0.068 2.072
H 2.138 -1.033 -0.039
H 3.355 0.528 -0.753
H 2.428 1.105 0.737

---

11.
116
Properties=species:S:1:pos:R:3 method="wB97M-V/def2-TZVPD" multiplicity=3 charge=+2 e_homo_ha="-0.434 / -0.475" e_lumo_ev="-4.6 / -7.8" e_above_lowest_ev=0.215 orbital_gap_ha="0.26355 / 0.18750"
Au -0.327 0.057 0.455
C -2.213 -3.093 -0.873
Si -1.119 -2.306 0.480
C -1.897 -2.453 2.202
C -2.772 -3.502 2.480
C -3.304 -3.677 3.744
C -2.967 -2.801 4.764
C -2.128 -1.737 4.500
C -1.599 -1.555 3.224
P -0.623 -0.037 2.976
C 0.697 -0.139 4.206
C 1.081 -1.366 4.745
C 2.066 -1.409 5.714
C 2.682 -0.240 6.136
C 2.360 0.971 5.539
C 1.384 1.023 4.562
C -1.852 1.169 3.553
C -1.744 1.969 4.685
C -2.807 2.777 5.055
C -3.976 2.786 4.310
C -4.077 1.998 3.171
C -3.016 1.204 2.783
C 0.557 -3.220 0.548
C 0.540 -4.607 0.665
C 1.705 -5.352 0.681
C 2.931 -4.713 0.568
C 2.976 -3.339 0.444
C 1.796 -2.591 0.448
P 1.992 -0.807 0.227
C 3.053 -0.188 1.554
C 3.620 -1.004 2.530
C 4.476 -0.453 3.465
C 4.760 0.904 3.450
C 4.149 1.727 2.516
C 3.287 1.188 1.580
C 2.971 -0.720 -1.300
C 3.956 0.245 -1.508
C 4.661 0.258 -2.699
C 4.396 -0.682 -3.683
C 3.405 -1.631 -3.481
C 2.677 -1.641 -2.309
H -2.217 -4.176 -0.790
H -1.850 -2.840 -1.867
H -3.240 -2.751 -0.786
H -3.036 -4.188 1.690
H -3.979 -4.496 3.932
H -3.364 -2.934 5.758
H -1.873 -1.035 5.282
H 0.593 -2.274 4.422
H 2.348 -2.360 6.141
H 3.426 -0.270 6.917
H 2.873 1.873 5.838
H 1.140 1.959 4.077
H -0.849 1.946 5.289
H -2.723 3.387 5.941
H -4.809 3.399 4.616
H -4.994 1.994 2.599
H -3.075 0.593 1.889
H -0.411 -5.110 0.739
H 1.660 -6.427 0.768
H 3.850 -5.278 0.567
H 3.925 -2.834 0.325
H 3.407 -2.062 2.557
H 4.921 -1.090 4.214
H 5.444 1.323 4.173
H 4.344 2.789 2.526
H 2.787 1.829 0.863
H 4.199 0.960 -0.734
H 5.425 1.005 -2.850
H 4.963 -0.681 -4.602
H 3.199 -2.363 -4.244
H 1.908 -2.386 -2.154
F -6.108 -0.010 -5.424
C -4.916 0.044 -4.826
C -4.821 -0.236 -3.472
C -3.579 -0.177 -2.865
C -2.455 0.157 -3.603
C -2.568 0.426 -4.961
C -3.802 0.377 -5.580
Sb -0.496 0.185 -2.705
C -0.074 2.273 -2.866
C -0.956 3.130 -3.505
C -0.725 4.493 -3.515
C 0.393 4.981 -2.859
F 0.616 6.299 -2.833
C 1.277 4.142 -2.199
C 1.033 2.782 -2.207
C 0.482 -0.452 -4.514
C 0.051 -1.629 -5.104
C 0.560 -2.022 -6.325
C 1.527 -1.229 -6.924
F 2.035 -1.596 -8.101
C 1.990 -0.064 -6.332
C 1.463 0.319 -5.114
H -5.705 -0.504 -2.915
H -3.484 -0.391 -1.809
H -1.690 0.669 -5.542
H -3.908 0.586 -6.632
H -1.836 2.736 -3.995
H -1.398 5.170 -4.016
H 2.133 4.562 -1.695
H 1.709 2.110 -1.692
H -0.708 -2.229 -4.621
H 0.210 -2.918 -6.813
H 2.739 0.528 -6.834
H 1.807 1.229 -4.641
C -1.779 4.121 1.082
S -1.920 3.347 -0.568
C -3.744 3.379 -0.598
O -1.578 1.883 -0.409
H -2.080 5.157 0.966
H -0.746 4.082 1.407
H -2.416 3.618 1.802
H -4.058 4.396 -0.811
H -4.138 3.051 0.359
H -4.084 2.718 -1.388

---

12.
41
Properties=species:S:1:pos:R:3 method="wB97M-V/def2-TZVPD" smiles="Cc1ccc(S(=O)(=O)Nc2cccc(-c3ccc4nnc(C)n4n3)c2)s1" e_homo_ha=-0.326 e_lumo_ev=-0.3 e_above_lowest_ev=2.502 orbital_gap_ha=0.31371
C -3.564 -2.216 -2.379
C -2.432 -2.941 -1.748
C -2.468 -3.829 -0.715
C -1.197 -4.331 -0.364
C -0.208 -3.818 -1.142
S 1.527 -4.148 -1.047
O 2.021 -4.572 -2.318
O 1.756 -4.960 0.104
N 2.186 -2.621 -0.823
C 1.645 -1.710 0.075
C 1.032 -2.167 1.239
C 0.471 -1.259 2.119
C 0.528 0.099 1.865
C 1.166 0.567 0.718
C 1.242 2.012 0.471
C 2.342 2.588 -0.239
C 2.397 3.933 -0.445
C 1.341 4.712 0.062
N 1.066 5.996 0.050
N -0.079 6.173 0.705
C -0.533 5.021 1.132
C -1.769 4.778 1.904
N 0.331 4.038 0.752
N 0.267 2.733 0.959
C 1.711 -0.344 -0.181
S -0.805 -2.711 -2.316
H -3.421 -1.140 -2.303
H -3.638 -2.468 -3.436
H -4.497 -2.483 -1.888
H -3.376 -4.118 -0.217
H -1.007 -5.040 0.420
H 2.571 -2.242 -1.674
H 1.016 -3.225 1.441
H -0.009 -1.618 3.016
H 0.096 0.811 2.549
H 3.137 1.946 -0.580
H 3.207 4.418 -0.965
H -2.328 5.705 1.982
H -1.522 4.419 2.903
H -2.373 4.018 1.411
H 2.172 -0.005 -1.097

---

In a.u., the E_tot values for the records above are, in order, -3962.06975; -629.77457; -287.30903; -359.36898; -251.75430; -2603.07294; -1753.51372; -1029.03749; -330.32046; -341.87467; -4322.12467; -1877.41724.
In g mol⁻¹, the molecular weight values for the records above are, in order, 1139.91; 194.26; 93.13; 97.07; 85.15; 366.30; 443.57; 221.28; 113.20; 100.12; 1247.84; 385.47.